1.
{
  "formula": "C23H26N4O3S",
  "method": "ωB97M-V/def2-TZVPD",
  "lumo_energy_ev": 0.69,
  "de_lowest_kj_mol": 263.6,
  "e_tot_ev": -47210.9186,
  "charge": 0,
  "homo_lumo_gap_ha": 0.3241,
  "spin_multiplicity": 1,
  "smiles": "COc1ccccc1OCc1nnc(SCC(=O)N2CCCCC2)n1-c1ccccc1",
  "symbols": ["C", "H", "O", "C", "C", "C", "C", "C", "C", "O", "C", "C", "N", "N", "C", "N", "C", "C", "C", "C", "C", "C", "H", "H", "H", "H", "H", "S", "C", "H", "H", "C", "O", "N", "C", "H", "C", "C", "C", "C", "H", "H", "H", "H", "H", "H", "H", "H", "H", "H", "H", "H", "H", "H", "H", "H", "H"],
  "coordinates": [[3.45968, 3.12616, 2.08451], [2.76156, 2.96057, 2.91183], [3.01894, 2.50482, 0.90396], [1.82423, 2.89913, 0.37395], [0.99598, 3.87426, 0.90145], [-0.20706, 4.18189, 0.28041], [-0.58989, 3.51206, -0.86089], [0.22818, 2.52979, -1.40328], [1.43624, 2.22737, -0.80456], [2.35106, 1.31623, -1.26824], [1.94892, 0.36807, -2.23253], [0.93049, -0.58161, -1.70350], [-0.34859, -0.51462, -1.93534], [-0.95171, -1.53158, -1.30255], [-0.02369, -2.21801, -0.68917], [1.20756, -1.66400, -0.90295], [2.44045, -2.12135, -0.40152], [3.33838, -1.23352, 0.17874], [4.53783, -1.71432, 0.67263], [4.83991, -3.06368, 0.59872], [3.93782, -3.94307, 0.02369], [2.73790, -3.47714, -0.48060], [2.03399, -4.15680, -0.93708], [4.16690, -4.99618, -0.03605], [5.77630, -3.43110, 0.99100], [5.23613, -1.02606, 1.12409], [3.10408, -0.18281, 0.24883], [-0.32374, -3.59830, 0.31494], [-2.05836, -3.18297, 0.65823], [-2.42255, -3.92449, 1.36906], [-2.59075, -3.25194, -0.28589], [-2.08261, -1.77999, 1.26805], [-1.12472, -1.37022, 1.89684], [-3.20810, -1.05909, 1.11088], [-4.33778, -1.38674, 0.27003], [-4.41569, -2.46280, 0.12373], [-4.21663, -0.64164, -1.06113], [-4.17894, 0.86084, -0.79174], [-3.03452, 1.17967, 0.16694], [-3.16882, 0.35381, 1.44573], [-2.31640, 0.52023, 2.10510], [-4.09201, 0.61057, 1.97592], [-3.02366, 2.24049, 0.41938], [-2.08613, 0.93330, -0.31262], [-4.03986, 1.40314, -1.72761], [-5.12845, 1.18015, -0.35231], [-5.05784, -0.89731, -1.70702], [-3.28731, -0.94136, -1.54882], [-5.24179, -1.05645, 0.79630], [1.54846, 0.85214, -3.13071], [2.86617, -0.17209, -2.48795], [-0.09789, 1.99565, -2.28035], [-1.52725, 3.74247, -1.34294], [-0.84044, 4.94598, 0.70519], [1.27308, 4.39950, 1.80151], [3.60782, 4.20203, 1.94323], [4.41514, 2.66092, 2.32251]]
}

***

2.
{
  "formula": "C23H26N4O3S2",
  "method": "ωB97M-V/def2-TZVPD",
  "lumo_energy_ev": 0.54,
  "de_lowest_kj_mol": 4.9,
  "e_tot_ev": -58047.7480,
  "charge": 0,
  "homo_lumo_gap_ha": 0.3067,
  "spin_multiplicity": 1,
  "smiles": "CCc1nc(SCC(=O)N2CCN(C(=O)c3ccco3)CC2)c2c3c(sc2n1)CCCC3",
  "symbols": ["C", "H", "H", "H", "C", "C", "N", "C", "C", "C", "N", "S", "C", "C", "O", "N", "C", "C", "N", "C", "O", "C", "C", "C", "C", "O", "H", "H", "H", "C", "C", "H", "H", "H", "H", "H", "H", "H", "H", "H", "H", "C", "C", "C", "C", "C", "C", "H", "H", "H", "H", "H", "H", "H", "H", "S", "H", "H"],
  "coordinates": [[1.81056, 4.15837, -2.12138], [1.63694, 3.47756, -2.94946], [2.71072, 4.73681, -2.31535], [0.96206, 4.83494, -2.06487], [1.95315, 3.38296, -0.82145], [0.76779, 2.52264, -0.52422], [-0.19957, 2.42024, -1.41588], [-1.22944, 1.66909, -1.06843], [-1.35556, 0.98725, 0.16334], [-0.22707, 1.11967, 0.97953], [0.78556, 1.88712, 0.64583], [-0.05857, 0.24943, 2.50019], [1.67589, 0.64600, 2.91150], [2.67652, -0.03147, 1.99654], [3.40122, 0.62393, 1.27393], [2.78224, -1.38321, 2.05859], [3.62398, -2.05010, 1.08731], [2.72722, -2.78602, 0.05958], [1.34130, -2.56561, 0.38349], [0.40149, -1.94451, -0.38018], [-0.78381, -2.02401, -0.10799], [0.87311, -1.13892, -1.52252], [1.92942, -0.27224, -1.67083], [1.75044, 0.35142, -2.92362], [0.60093, -0.16801, -3.43941], [0.06235, -1.05596, -2.60106], [0.08251, 0.01550, -4.35961], [2.38697, 1.08608, -3.37068], [2.70260, -0.05990, -0.96032], [0.98645, -3.01369, 1.70978], [1.90474, -2.30247, 2.74141], [2.53184, -3.03889, 3.25664], [1.30507, -1.78311, 3.48456], [1.09802, -4.10087, 1.77979], [-0.06033, -2.75290, 1.87036], [2.92388, -2.44853, -0.95617], [2.91584, -3.86635, 0.10792], [4.27399, -2.75702, 1.61126], [4.24191, -1.28956, 0.60928], [1.79695, 1.72177, 2.79128], [1.81126, 0.35477, 3.95245], [-2.59106, 0.28608, 0.27367], [-3.34387, 0.40574, -0.84591], [-4.67715, -0.22216, -1.05406], [-4.88260, -1.32697, -0.01712], [-4.52922, -0.80955, 1.37451], [-3.03354, -0.51324, 1.45595], [-2.46711, -1.44749, 1.45502], [-2.79302, 0.02153, 2.37813], [-5.09708, 0.10182, 1.57663], [-4.79701, -1.54849, 2.13145], [-4.23068, -2.16834, -0.25697], [-5.91776, -1.67155, -0.04689], [-5.45848, 0.53953, -0.95338], [-4.74565, -0.62580, -2.06656], [-2.60272, 1.39765, -2.08651], [2.09276, 4.06321, 0.02226], [2.83145, 2.73272, -0.84444]]
}

***

3.
{
  "formula": "C23H26N4O7S",
  "method": "ωB97M-V/def2-TZVPD",
  "lumo_energy_ev": 0.51,
  "de_lowest_kj_mol": 116.8,
  "e_tot_ev": -55402.1661,
  "charge": 0,
  "homo_lumo_gap_ha": 0.3228,
  "spin_multiplicity": 1,
  "smiles": "CCOc1ccc(N(CC(=O)NCc2ccc(OC)cc2)S(=O)(=O)c2c(C)[nH]c(=O)[nH]c2=O)cc1",
  "symbols": ["C", "C", "O", "C", "C", "C", "C", "C", "C", "H", "H", "N", "S", "O", "O", "C", "C", "N", "C", "O", "N", "C", "O", "H", "H", "C", "H", "H", "H", "C", "H", "H", "C", "O", "N", "H", "C", "C", "C", "C", "C", "C", "C", "H", "H", "O", "C", "H", "H", "H", "H", "H", "H", "H", "H", "H", "H", "H", "H", "H", "H"],
  "coordinates": [[6.82636, -2.22211, 2.15068], [5.46525, -1.59270, 1.89800], [4.53203, -2.64282, 1.73350], [3.22063, -2.33677, 1.55213], [2.70149, -1.05005, 1.44775], [1.34462, -0.85715, 1.25198], [0.48221, -1.94217, 1.17024], [0.99671, -3.23171, 1.28940], [2.34945, -3.42471, 1.46521], [2.75921, -4.41807, 1.55751], [0.33868, -4.08718, 1.25766], [-0.89606, -1.70182, 0.98752], [-1.78463, -0.89222, 2.14639], [-2.68136, -1.82936, 2.76979], [-0.91762, -0.16008, 3.00342], [-2.74101, 0.22086, 1.10938], [-4.05049, 0.07737, 0.77789], [-4.62468, 0.98478, -0.06105], [-3.97169, 2.05171, -0.65000], [-4.51970, 2.80029, -1.41636], [-2.66395, 2.17080, -0.26278], [-1.94478, 1.27704, 0.52299], [-0.74961, 1.41739, 0.64854], [-2.12322, 2.90298, -0.71944], [-5.57738, 0.83183, -0.36810], [-4.95353, -1.01793, 1.21490], [-4.52564, -1.55705, 2.05377], [-5.93014, -0.62050, 1.48464], [-5.07999, -1.70331, 0.37549], [-1.70644, -2.51359, 0.11003], [-1.17297, -3.42007, -0.18562], [-2.62458, -2.79637, 0.63048], [-2.05413, -1.71222, -1.15107], [-3.19673, -1.50753, -1.51615], [-0.96029, -1.29200, -1.80376], [-0.06884, -1.40412, -1.34379], [-0.99268, -0.43862, -2.97501], [-0.52553, 0.96112, -2.66638], [0.68126, 1.17522, -2.01548], [1.09866, 2.44847, -1.67538], [0.30563, 3.54647, -1.99187], [-0.89395, 3.34027, -2.67733], [-1.30112, 2.06251, -3.00640], [-2.24231, 1.92240, -3.51705], [-1.49668, 4.19739, -2.93470], [0.59849, 4.83712, -1.68303], [1.75081, 5.09909, -0.91737], [2.66259, 4.82226, -1.45644], [1.71894, 4.57461, 0.04242], [1.74967, 6.17390, -0.74330], [2.03409, 2.56906, -1.15448], [1.31331, 0.33830, -1.75497], [-0.35592, -0.88991, -3.74586], [-2.02503, -0.42688, -3.33080], [0.93756, 0.13742, 1.17794], [3.34238, -0.18568, 1.51697], [5.17507, -0.96066, 2.74825], [5.49754, -0.97098, 0.99204], [7.57471, -1.44587, 2.28205], [6.78890, -2.83765, 3.04505], [7.10650, -2.85079, 1.30995]]
}